Formula: C7H12FNO2
Source: OMol25
Level of theory: ωB97M-V/def2-TZVPD

Summary:
**Gap between HOMO and LUMO**: 8.975 eV
**Largest force on an atom**: 5.3 eV/A
**HOMO energy**: -8.3 eV
**Charge**: 0
**Energy relative to the best compared isomer or geometry (same formula, charge and spin)**: 3.708 eV

```
23
Properties=species:S:1:pos:R:3:forces:R:3:nbo_charge:R:1
C 0.881 4.109 0.967 1.0 0.1 -1.3 1.038
C -2.139 2.044 0.790 0.8 0.7 -2.3 -0.485
C -2.050 0.667 -0.028 -1.3 2.0 -0.2 -0.485
C -0.897 1.474 0.205 4.3 -0.5 1.4 0.356
C 1.858 0.213 0.774 1.5 -2.8 4.3 -0.720
C 0.758 1.262 2.853 0.2 -1.8 0.9 -0.549
C 0.878 0.810 1.650 -2.6 1.6 -3.4 0.193
N 0.537 -1.408 -2.200 -0.8 -1.1 -0.4 -1.098
O 1.851 3.799 0.406 -0.2 -0.2 0.6 -0.518
O -0.092 4.517 1.424 -0.8 0.1 0.8 -0.520
F -0.203 1.943 -0.945 -1.3 0.1 1.5 -0.378
H -2.488 3.059 0.482 0.0 -1.3 -0.5 0.242
H -2.341 1.888 1.801 0.2 -0.2 1.6 0.221
H -2.203 -0.131 0.609 -0.4 -1.7 1.0 0.225
H -2.541 0.633 -0.979 0.1 -0.1 -0.5 0.232
H 1.677 -0.860 0.719 -0.7 -0.1 -0.7 0.243
H 1.886 0.665 -0.122 0.5 1.4 -3.2 0.248
H 2.851 0.081 1.318 -0.7 1.1 -0.7 0.223
H -0.225 1.415 3.193 -1.1 1.1 0.6 0.220
H 1.436 0.817 3.582 0.4 0.7 0.2 0.212
H 0.482 -1.165 -3.226 -0.3 -0.1 1.9 0.372
H 0.092 -0.728 -1.571 0.2 0.0 -0.9 0.370
H 0.010 -2.304 -2.030 0.8 1.3 -0.5 0.358
```
Forces are in eV/Å.